Below is 3 unconnected molecules or ions with the total composition C2H7O4 in a non-equilibrium geometry, with properties calculated with the ωB97M-V functional and the def2-TZVPD basis.

Charge: -1
Highest occupied orbital energy in eV: -4.58
LUMO level in eV: 3.73
ΔE to the lowest compared entry with this formula, charge and spin in kcal per mole: 15.7
E in Eh: -381.435210
Frontier orbital gap in eV: 8.3107
2S+1: 1

XYZ file:
```
13
Properties=species:S:1:pos:R:3:forces:R:3:nbo_charge:R:1
O -1.920 2.293 0.781 1.3 -2.0 -0.8 -0.766
C -1.306 1.249 0.372 0.1 1.0 -0.2 0.773
O -0.134 1.152 -0.128 -0.6 0.4 0.7 -0.832
C -2.092 -0.075 0.340 -2.4 1.9 1.3 -0.745
H -2.784 -0.058 1.209 -0.3 0.5 -0.6 0.195
H -1.599 -0.949 0.639 1.5 -1.4 -0.9 0.202
H -2.728 -0.037 -0.572 0.7 -0.7 0.5 0.210
H 1.794 -3.436 -0.718 -0.1 -0.4 0.1 0.449
H 2.488 -2.160 -0.488 0.1 0.5 0.4 0.502
O 2.521 -3.089 -0.195 -0.1 -0.1 -0.4 -0.976
H 1.932 -0.269 -1.702 -0.5 0.4 0.2 0.466
H 1.223 -0.008 -0.277 0.5 0.1 -1.2 0.541
O 2.041 -0.373 -0.754 -0.2 -0.3 0.8 -1.019
```
Forces are in eV/Å.

Below is a molecular structure, C24H41GeN2O2S3Si3Tc in a non-equilibrium geometry, with properties calculated with the ωB97M-V functional and the def2-TZVPD basis.

Charge: -1
<S²>: 1.008
Highest occupied orbital energy (alpha / beta) in eV: -4.40 / -4.31
LUMO level (alpha / beta) in eV: 2.48 / 2.49
ΔE to the lowest compared entry with this formula, charge and spin in kcal per mole: 44.0
E in Eh: -5419.960751
Frontier orbital gap (alpha / beta) in eV: 6.8796 / 6.8037
2S+1: 2

XYZ file:
```
77
Properties=species:S:1:pos:R:3:forces:R:3:lowdin_spin:R:1
Tc -0.949 0.381 0.598 -1.4 0.0 1.3 0.996
S -1.315 3.120 -1.218 0.9 -0.1 0.1 0.005
C -2.742 2.391 -0.806 -0.7 0.1 -0.1 0.000
N -2.861 1.341 -0.021 0.6 -0.1 0.1 0.019
C -4.146 0.932 0.150 -1.1 0.0 0.0 0.007
C -4.568 -0.174 0.884 0.2 0.1 -0.1 0.002
C -5.917 -0.451 0.964 -0.2 0.0 0.1 0.000
C -6.856 0.362 0.339 -0.2 0.0 -0.1 0.000
C -6.460 1.459 -0.407 0.0 -0.1 0.1 0.000
C -5.111 1.729 -0.503 0.3 0.0 -0.1 0.001
S -4.323 2.995 -1.404 0.5 -0.4 0.4 -0.001
H -3.827 -0.800 1.360 0.1 -0.1 0.1 0.002
H -6.256 -1.313 1.522 0.0 -0.1 0.1 0.000
H -7.909 0.136 0.408 -0.1 -0.1 0.1 0.000
H -7.180 2.096 -0.898 -0.1 0.0 -0.1 0.000
O -1.181 -0.581 -1.248 0.3 0.1 -1.3 0.038
N -1.910 -1.646 -1.435 -0.5 -0.8 0.5 0.002
C -2.412 -1.859 -2.666 -0.2 0.1 -0.4 -0.002
C -3.170 -2.961 -2.963 0.0 -0.1 0.1 0.002
C -3.424 -3.900 -1.961 0.1 0.2 0.0 -0.002
C -2.895 -3.685 -0.713 -0.1 -0.1 -0.3 0.001
C -2.121 -2.553 -0.426 0.0 0.1 -0.3 0.000
S -1.454 -2.308 1.110 0.6 1.7 0.4 0.000
H -2.162 -1.098 -3.392 0.0 0.1 0.1 0.000
H -3.560 -3.090 -3.959 0.0 0.1 -0.1 0.000
H -4.023 -4.773 -2.169 0.0 -0.1 0.0 0.000
H -3.049 -4.385 0.094 0.0 0.0 0.1 -0.001
C -0.436 3.347 2.227 0.2 0.2 -0.4 -0.009
O -0.850 2.263 3.028 -0.3 -0.5 0.2 -0.031
C -1.049 1.053 2.457 0.6 -0.2 -0.6 -0.069
C -1.574 0.172 3.578 0.1 0.1 -0.2 -0.004
H -1.302 3.888 1.832 0.1 -0.1 0.0 -0.001
H 0.172 2.994 1.389 -0.1 0.0 0.1 -0.007
H 0.148 4.012 2.867 0.0 -0.1 -0.1 0.000
H -1.112 0.452 4.523 0.1 0.0 0.1 -0.001
H -1.399 -0.881 3.373 -0.1 0.0 0.0 0.000
H -2.651 0.332 3.670 -0.1 0.0 0.0 -0.003
C 4.676 -0.576 2.171 -0.6 0.0 -0.4 0.005
Si 2.804 -0.906 1.855 0.2 -0.5 0.5 0.015
C 2.001 -0.586 3.566 0.1 -0.1 -0.6 0.000
C 2.682 -2.793 1.515 -0.1 0.6 0.0 0.002
Ge 1.491 0.210 0.128 1.3 -0.2 0.0 0.028
Si 2.804 2.164 -0.421 0.5 0.9 -0.1 -0.004
C 2.837 3.471 0.987 -0.1 -0.5 -0.2 0.001
C 2.261 3.206 -1.937 0.0 -0.5 0.3 0.000
C 4.650 1.744 -0.762 -0.6 -0.1 0.1 -0.003
Si 1.932 -1.051 -1.913 -0.1 -0.4 -0.9 0.004
C 1.494 0.038 -3.437 0.1 -0.2 0.6 0.000
C 3.750 -1.604 -2.214 -0.5 0.4 0.3 0.002
C 0.970 -2.701 -2.200 0.1 0.5 0.4 0.000
H 5.029 -1.161 3.016 -0.1 -0.2 0.2 0.001
H 4.865 0.469 2.394 0.0 0.3 0.0 0.000
H 5.283 -0.849 1.315 0.1 0.0 -0.2 0.000
H 2.406 -1.210 4.358 0.2 -0.2 0.1 0.000
H 0.937 -0.779 3.496 -0.3 0.0 0.0 0.000
H 2.123 0.450 3.867 0.0 0.3 0.0 0.000
H 2.778 -3.395 2.412 0.1 0.0 0.3 0.000
H 3.449 -3.125 0.821 0.2 0.0 -0.2 0.000
H 1.715 -3.016 1.072 -0.2 -0.1 -0.1 0.000
H 1.953 4.098 0.933 -0.2 0.1 0.0 0.000
H 3.701 4.125 0.915 0.2 0.1 -0.1 0.000
H 2.850 3.006 1.967 0.0 -0.1 0.3 0.000
H 1.188 3.152 -2.079 -0.2 0.0 -0.1 0.000
H 2.730 2.862 -2.852 0.1 -0.1 -0.2 0.000
H 2.520 4.254 -1.806 0.1 0.2 0.2 0.000
H 5.016 0.986 -0.081 0.1 -0.2 0.1 0.000
H 5.283 2.619 -0.658 0.0 0.3 0.0 0.000
H 4.776 1.371 -1.774 0.0 -0.1 -0.2 0.000
H 2.263 0.785 -3.606 0.2 0.2 0.0 0.000
H 0.562 0.567 -3.259 -0.2 0.1 0.0 0.000
H 1.391 -0.540 -4.353 0.0 -0.2 -0.1 0.000
H 4.426 -0.759 -2.224 0.2 0.2 0.0 0.000
H 3.838 -2.119 -3.167 -0.1 -0.1 -0.2 0.000
H 4.085 -2.286 -1.441 0.1 -0.2 0.2 0.000
H 0.076 -2.535 -2.794 -0.1 0.1 -0.1 0.000
H 0.665 -3.151 -1.259 -0.1 -0.1 0.2 0.000
H 1.574 -3.432 -2.730 0.3 0.0 -0.1 0.000
```
Forces are in eV/Å.

Below is a single C10H14BNO3 molecule in a non-equilibrium geometry, with properties calculated with the ωB97M-V functional and the def2-TZVPD basis.

Charge: 0
Highest occupied orbital energy in eV: -9.16
LUMO level in eV: 0.62
ΔE to the lowest compared entry with this formula, charge and spin in kcal per mole: 0.0
E in Eh: -694.907844
Frontier orbital gap in eV: 9.7750
2S+1: 1

XYZ file:
```
29
Properties=species:S:1:pos:R:3:forces:R:3:nbo_charge:R:1
O 0.383 -0.166 -3.648 -0.7 -0.6 -0.7 -0.657
O -2.583 -0.519 -0.185 -1.0 0.1 -2.3 -0.891
O -2.175 -0.597 -2.532 0.7 0.4 0.9 -0.907
B -1.702 -0.710 -1.244 -0.3 0.3 0.9 1.096
C 0.972 0.387 -2.745 -0.2 -0.3 1.9 0.687
C -0.357 1.050 3.607 0.4 0.6 0.6 -0.213
C 0.887 1.037 3.026 0.3 -0.1 0.2 -0.211
C -1.353 0.256 3.132 -1.4 -0.1 0.1 -0.224
C 1.142 0.160 1.998 -0.5 -0.2 -0.5 -0.223
C -1.108 -0.595 2.092 -0.6 -0.4 -0.1 -0.127
C 0.133 -0.657 1.506 0.0 -0.3 0.0 -0.067
N 0.717 0.047 -1.417 0.7 0.6 -0.7 -0.613
C 1.927 1.496 -3.032 1.1 0.2 0.6 -0.701
C 0.297 -1.629 0.379 0.8 -0.5 -0.7 -0.412
C -0.156 -1.063 -1.008 -0.4 -0.1 0.1 -0.387
H -3.400 -0.278 -0.697 0.5 -0.2 1.1 0.496
H -1.355 -0.422 -3.033 -0.2 -0.3 -0.9 0.517
H -0.521 1.668 4.459 -0.2 0.5 0.4 0.209
H 1.649 1.685 3.412 0.4 0.2 0.1 0.211
H -2.365 0.321 3.525 0.2 -0.1 0.2 0.211
H 2.094 0.120 1.533 1.0 0.0 -0.3 0.198
H -1.909 -1.184 1.675 0.1 -0.1 0.3 0.223
H 1.205 0.494 -0.648 0.0 0.2 -0.5 0.406
H 1.394 2.322 -3.489 -0.1 0.1 -0.1 0.245
H 2.392 1.842 -2.102 0.0 0.1 -0.2 0.210
H 2.745 1.202 -3.718 -0.6 -0.1 0.3 0.246
H 1.384 -1.901 0.322 -0.8 0.0 -0.2 0.212
H -0.273 -2.563 0.621 0.4 0.8 -0.4 0.233
H -0.064 -1.803 -1.787 0.6 -0.8 -0.1 0.230
```
Forces are in eV/Å.

Below is a molecular structure, C23H40CaIN4SSi3 in a non-equilibrium geometry, with properties calculated with the ωB97M-V functional and the def2-TZVPD basis.

Charge: +1
Highest occupied orbital energy in eV: -10.19
LUMO level in eV: -2.39
ΔE to the lowest compared entry with this formula, charge and spin in kcal per mole: 5.7
E in Eh: -3361.413051
Frontier orbital gap in eV: 7.7985
2S+1: 1

XYZ file:
```
73
Properties=species:S:1:pos:R:3:forces:R:3:mulliken_charge:R:1
Ca -0.787 0.664 0.041 -1.1 0.6 -0.5 0.966
C 0.569 -2.739 1.269 0.3 0.4 -0.5 -0.946
Si 1.336 -1.951 -0.309 0.1 0.0 0.1 -0.126
C 0.153 -2.512 -1.723 0.4 0.4 0.5 -0.584
C 3.013 -2.798 -0.665 -0.7 0.3 0.2 -1.069
C 1.436 -0.059 -0.149 0.9 -0.2 0.0 0.907
Si 2.300 0.823 -1.592 0.0 -0.1 0.2 -0.120
C 2.031 -0.002 -3.295 0.0 0.2 0.7 -1.096
C 4.181 0.952 -1.293 -0.8 0.0 -0.2 -1.009
C 1.582 2.599 -1.845 0.3 -0.6 0.3 -1.032
Si 2.071 0.464 1.548 0.5 -0.2 -0.3 -0.350
C 2.527 2.315 1.805 -0.2 -0.5 -0.3 -1.523
C 3.581 -0.484 2.243 -0.7 0.2 -0.2 -1.320
C 0.628 0.218 2.797 1.0 -0.2 0.1 0.248
C 0.858 -0.192 4.107 -0.1 0.0 0.1 -0.360
C -0.206 -0.405 4.965 -0.1 0.1 -0.1 -0.457
C -1.492 -0.184 4.492 0.0 0.1 -0.2 -0.967
C -1.639 0.252 3.187 -0.6 0.0 0.5 -0.469
N -0.615 0.449 2.366 -0.2 0.1 -0.2 0.452
H 0.632 -3.824 1.234 0.0 -0.2 -0.1 0.501
H -0.482 -2.474 1.384 -0.2 0.1 0.0 0.169
H 1.089 -2.419 2.167 0.1 0.0 0.2 0.245
H -0.193 -3.528 -1.548 -0.1 -0.2 0.1 0.289
H 0.666 -2.512 -2.677 0.1 0.1 -0.3 0.457
H -0.723 -1.867 -1.814 -0.2 0.0 -0.1 -0.114
H 2.906 -3.873 -0.785 -0.1 -0.2 0.0 0.405
H 3.732 -2.628 0.129 0.1 0.1 0.2 0.300
H 3.443 -2.408 -1.581 0.1 0.1 -0.2 0.314
H 2.465 -0.993 -3.327 0.1 -0.3 0.0 0.287
H 2.509 0.580 -4.077 0.1 0.2 -0.1 0.411
H 0.979 -0.090 -3.549 -0.2 0.0 0.0 0.286
H 4.607 -0.031 -1.130 0.0 -0.3 0.0 0.312
H 4.403 1.551 -0.417 0.1 0.2 0.2 0.283
H 4.693 1.396 -2.140 0.1 0.1 -0.2 0.423
H 0.520 2.579 -2.107 -0.1 0.0 -0.1 0.265
H 2.104 3.092 -2.661 0.1 0.0 -0.2 0.444
H 1.693 3.235 -0.970 0.0 0.1 0.1 0.221
H 2.550 2.856 0.867 0.0 0.2 -0.2 0.293
H 3.520 2.393 2.239 0.2 -0.1 0.1 0.432
H 1.848 2.828 2.483 -0.1 0.0 0.1 0.566
H 4.409 -0.408 1.546 0.1 0.1 -0.2 0.351
H 3.384 -1.540 2.402 -0.1 -0.2 0.0 0.354
H 3.919 -0.061 3.186 0.0 0.1 0.2 0.452
H 1.871 -0.347 4.445 0.1 -0.1 0.0 0.406
H -0.044 -0.739 5.978 0.0 0.0 0.1 0.470
H -2.356 -0.342 5.117 -0.1 0.0 0.0 0.444
H -2.626 0.446 2.780 0.0 0.0 0.1 0.454
C -3.641 -3.807 0.145 -0.1 -0.2 0.4 -0.890
N -3.661 -3.000 -1.036 0.1 0.7 -0.4 0.106
C -3.679 -3.603 -2.356 0.1 -0.2 -0.3 -0.519
C -3.793 -2.381 -3.279 -0.1 -0.2 -0.4 -0.664
N -3.372 -1.296 -2.401 -0.1 0.0 0.1 0.146
C -3.460 -1.682 -1.102 -0.1 -0.4 -0.5 0.161
S -3.361 -0.668 0.216 0.3 0.6 0.7 -0.332
H -2.804 -4.509 0.112 0.0 0.0 0.0 0.326
H -4.575 -4.368 0.212 0.1 0.0 0.1 0.303
H -3.540 -3.159 1.014 0.0 -0.1 0.0 0.256
H -4.515 -4.301 -2.441 0.1 0.1 -0.1 0.418
H -2.743 -4.152 -2.523 -0.1 0.0 0.0 0.283
H -4.821 -2.215 -3.622 0.1 -0.1 0.0 0.367
H -3.131 -2.443 -4.144 -0.1 -0.1 0.0 0.320
H -3.565 -0.341 -2.673 0.1 -0.1 0.4 0.022
I -3.615 2.693 -1.956 0.2 0.3 0.1 0.140
C -2.381 3.957 -0.786 -0.5 -0.2 -0.5 0.073
C -2.574 5.328 -0.838 0.1 0.0 0.1 -0.589
C -1.737 6.110 -0.058 0.1 -0.2 0.0 -0.338
C -0.759 5.492 0.708 0.0 0.0 0.0 -0.795
C -0.659 4.111 0.676 0.1 0.5 0.2 -0.223
N -1.465 3.353 -0.060 0.1 -0.8 -0.1 -0.027
H -3.341 5.767 -1.457 0.0 -0.1 0.0 0.420
H -1.852 7.183 -0.049 0.0 0.1 0.0 0.423
H -0.087 6.069 1.322 0.1 0.0 0.1 0.453
H 0.083 3.582 1.258 0.1 0.1 0.1 0.300
```
Forces are in eV/Å.

Below is a molecular structure, C22H23Cl2N5RuS2, with properties calculated with the ωB97M-V functional and the def2-TZVPD basis.

Charge: +2
<S²>: 6.055
Highest occupied orbital energy (alpha / beta) in eV: -14.15 / -14.16
LUMO level (alpha / beta) in eV: -7.07 / -9.48
ΔE to the lowest compared entry with this formula, charge and spin in kcal per mole: 8.2
E in Eh: -2936.996266
Frontier orbital gap (alpha / beta) in eV: 7.0825 / 4.6801
2S+1: 5

XYZ file:
```
55
Properties=species:S:1:pos:R:3:forces:R:3:lowdin_spin:R:1
Ru -0.132 -0.041 -0.378 0.7 -0.3 -0.4 2.264
C -3.284 0.626 -1.675 0.0 0.1 0.0 0.004
C -2.718 1.829 -0.989 0.0 -0.1 0.1 0.021
C -3.472 3.017 -0.979 0.0 0.0 0.0 -0.005
C -3.004 4.123 -0.336 0.0 0.1 0.0 0.024
C -1.748 4.064 0.301 -0.1 0.2 0.1 0.012
C -1.195 5.183 0.984 0.0 0.0 0.0 0.178
C 0.046 5.123 1.586 0.0 0.0 0.0 0.004
C 0.784 3.954 1.500 0.0 0.1 0.0 0.117
C 0.264 2.825 0.844 0.0 -0.1 -0.1 0.099
S 1.213 1.436 0.768 0.3 0.1 0.1 0.412
C -1.036 2.862 0.238 0.1 0.0 0.0 0.057
N -1.524 1.751 -0.394 0.1 -0.2 0.1 0.057
H -4.268 0.846 -2.079 0.0 0.0 0.0 0.000
H -3.388 -0.204 -0.974 0.0 0.0 0.0 0.001
H -2.644 0.318 -2.501 0.0 0.0 0.0 0.001
H -4.427 3.031 -1.485 0.0 0.0 0.0 0.000
H -3.576 5.044 -0.314 0.0 -0.1 0.0 0.001
H -1.771 6.102 1.011 0.0 0.0 0.0 0.008
H 0.449 5.980 2.108 0.0 0.0 0.0 -0.002
H 1.774 3.897 1.940 0.0 0.0 0.0 0.002
Cl -1.143 -1.787 -1.648 -0.3 -0.1 -0.2 0.049
C 0.109 -2.349 -2.768 0.3 0.0 0.0 0.027
C -0.259 -3.250 -3.732 -0.1 -0.1 -0.1 0.005
C 0.733 -3.695 -4.605 0.0 0.0 0.0 0.043
C 2.032 -3.237 -4.488 0.0 -0.1 -0.1 -0.005
C 2.368 -2.326 -3.497 0.0 0.0 0.0 0.041
Cl 3.985 -1.777 -3.367 0.1 0.0 0.0 0.011
C 1.396 -1.852 -2.607 -0.1 -0.1 0.0 0.023
S 1.833 -0.689 -1.385 -0.6 0.5 0.6 0.324
H -1.278 -3.605 -3.808 0.0 0.0 0.0 -0.001
H 0.479 -4.406 -5.379 0.0 0.0 0.0 0.002
H 2.802 -3.580 -5.166 0.0 0.0 0.0 -0.001
C 0.429 -2.814 1.189 0.0 0.0 0.1 0.005
N -0.167 -1.457 1.486 -0.1 0.1 -0.1 0.150
C -1.606 -1.665 1.876 0.0 0.0 0.0 0.010
N -1.738 -2.564 2.994 0.3 0.0 0.0 0.011
C -1.128 -3.855 2.640 0.0 0.0 0.0 0.001
N 0.296 -3.709 2.310 -0.1 0.2 0.1 0.009
C 0.988 -3.129 3.470 0.0 0.0 0.0 0.001
N 0.420 -1.823 3.828 -0.1 -0.2 -0.1 0.011
C 0.547 -0.932 2.707 0.0 0.0 0.0 0.016
C -1.004 -2.004 4.140 0.0 0.0 0.0 0.001
H 1.482 -2.668 0.946 0.0 0.0 0.0 0.002
H -0.082 -3.238 0.328 -0.1 0.0 -0.1 0.000
H -2.140 -2.076 1.017 0.0 0.0 0.0 0.001
H -2.029 -0.692 2.135 0.0 0.1 0.0 0.002
H -1.656 -4.282 1.786 0.0 0.0 0.0 0.000
H -1.230 -4.535 3.483 0.0 0.0 0.0 0.000
H 2.048 -3.015 3.239 0.0 0.0 0.0 0.000
H 0.887 -3.803 4.318 0.0 0.0 0.0 0.000
H 1.599 -0.803 2.452 0.0 0.0 0.0 0.002
H 0.115 0.037 2.960 0.0 0.0 0.0 0.005
H -1.442 -1.044 4.418 0.0 0.0 0.0 0.000
H -1.096 -2.685 4.983 0.0 0.0 0.0 0.000
```
Forces are in eV/Å.

Below is 2 unconnected molecules or ions with the total composition C5H14N2O in a non-equilibrium geometry, with properties calculated with the ωB97M-V functional and the def2-TZVPD basis.

Charge: 0
Highest occupied orbital energy in eV: -7.21
LUMO level in eV: -3.43
ΔE to the lowest compared entry with this formula, charge and spin in kcal per mole: 197.7
E in Eh: -383.385642
Frontier orbital gap in eV: 3.7789
2S+1: 1

XYZ file:
```
22
Properties=species:S:1:pos:R:3:forces:R:3:nbo_charge:R:1
C -0.870 -0.417 0.292 0.6 0.3 -0.1 -0.596
C 0.466 -0.146 -0.456 0.6 -1.6 -1.2 -0.133
C 0.379 -0.630 -1.945 -0.6 0.4 0.4 0.098
C -0.657 0.148 -2.733 0.1 0.8 0.1 -0.651
O 0.021 -2.008 -1.947 0.5 -0.4 -0.1 -0.734
N 0.888 1.174 -0.436 -0.3 0.7 0.8 -0.450
C 0.506 0.843 2.928 0.4 -1.9 1.5 -0.499
N -0.608 0.192 3.508 0.1 0.8 -0.5 -0.502
H -0.744 -0.215 1.343 -0.4 0.1 0.1 0.234
H -1.116 -1.468 0.178 -0.1 0.0 -0.2 0.241
H -1.576 0.260 -0.178 -0.4 -0.1 0.3 0.214
H 1.245 -0.836 -0.058 -0.3 0.2 0.5 0.211
H 1.403 -0.484 -2.290 -0.1 0.0 -0.5 0.167
H -1.663 -0.166 -2.461 0.0 -0.2 0.0 0.215
H -0.574 1.207 -2.473 0.0 0.0 -0.1 0.228
H -0.559 0.077 -3.816 0.1 -0.2 0.0 0.212
H 0.504 -2.457 -2.655 -0.2 0.2 0.3 0.477
H 1.225 1.435 0.492 0.2 -0.2 -0.1 0.323
H 1.229 1.252 3.642 -0.1 0.3 0.1 0.199
H 0.296 1.666 2.215 -0.4 0.1 -0.8 0.216
H -0.795 0.576 4.431 0.0 0.2 0.2 0.314
H 1.000 -0.003 2.420 0.3 0.7 -0.7 0.217
```
Forces are in eV/Å.